(1)
Computed, not measured: a single C4H7NO molecule at a distorted geometry, with ωB97M-V/def2-TZVPD.

As for the energy above the lowest of the compared OMol25 structures with the same formula, charge and spin: 3.037 eV. The HOMO energy comes out at -9.5 eV. The calculation puts the HOMO-LUMO gap at 0.3847 Ha.

Geometry as ORCA input:
```
! wB97M-V def2-TZVPD RIJCOSX def2/J DEFGRID3
* xyz 0 1
O -0.81 -0.07 1.84
C -0.48 0.70 0.72
C 1.04 0.61 0.37
C 0.64 -0.21 -0.85
N -0.28 -1.30 -0.40
C -0.80 0.02 -0.66
H -0.56 -0.96 1.51
H -1.05 1.60 0.62
H 1.66 0.10 1.11
H 1.51 1.57 0.09
H 1.19 -0.35 -1.76
H -0.50 -1.93 -1.16
H -1.56 0.23 -1.43
*
```

Atomic partial charges in e from the Mulliken method, atoms 1 to 6: atom 1 (O): -0.54, atom 2 (C): -0.31, atom 3 (C): -0.65, atom 4 (C): -0.14, atom 5 (N): -0.65, atom 6 (C): -0.16

=====

(2)
Computed, not measured: 2 unconnected molecules or ions with the total composition C3H12N2S at a distorted geometry, with ωB97M-V/def2-TZVPD.

As for the energy above the lowest of the compared OMol25 structures with the same formula, charge and spin: 0.358 eV. The HOMO energy comes out at -8.4 eV. The calculation puts the HOMO-LUMO gap at 0.3407 Ha.

Geometry as ORCA input:
```
! wB97M-V def2-TZVPD RIJCOSX def2/J DEFGRID3
* xyz 0 1
C 1.49 -1.37 0.63
S -0.26 -1.79 0.46
C -0.65 -1.82 2.23
H 1.90 -1.84 1.52
H 1.59 -0.28 0.73
H 2.00 -1.70 -0.26
H -0.06 -1.09 2.78
H -1.68 -1.59 2.50
H -0.43 -2.82 2.59
N -1.16 1.31 -0.56
C -0.55 2.04 -1.70
N 0.82 1.63 -1.96
H -1.36 0.37 -0.89
H -2.13 1.61 -0.46
H -1.19 1.98 -2.58
H -0.45 3.08 -1.41
H 1.30 1.49 -1.08
H 0.83 0.80 -2.53
*
```

Atomic partial charges in e from the Mulliken method, atoms 1 to 6: atom 1 (C): -0.84, atom 2 (S): -0.09, atom 3 (C): -0.88, atom 4 (H): 0.36, atom 5 (H): 0.21, atom 6 (H): 0.32

=====

(3)
Computed, not measured: 4 unconnected molecules or ions with the total composition C12H36BO16P4S at a distorted geometry, with ωB97M-V/def2-TZVPD.

The HOMO energy comes out at -11.3 eV. The calculation puts the HOMO-LUMO gap at 0.2695 Ha.

Geometry as ORCA input:
```
! wB97M-V def2-TZVPD RIJCOSX def2/J DEFGRID3
* xyz 1 1
O 1.87 -7.73 3.01
C 2.19 -6.60 3.23
C 2.00 -5.50 2.20
S 0.29 -4.96 1.95
C -0.09 -3.46 2.91
B 0.66 -3.31 4.30
O 2.01 -3.47 4.52
O -0.11 -2.96 5.37
P -1.15 -6.44 2.75
O -1.76 -7.06 1.57
H 2.65 -6.36 4.19
H 2.32 -5.90 1.23
H 2.63 -4.64 2.39
H -1.15 -3.54 3.14
H -0.01 -2.59 2.26
H 2.15 -3.93 5.36
H 0.42 -2.45 5.99
H -0.48 -7.29 3.64
H -2.09 -5.66 3.44
C 3.71 -0.99 -0.92
O 3.61 -0.85 0.52
P 5.01 -0.74 1.34
O 5.57 -2.11 1.32
O 4.31 -0.35 2.74
C 2.96 -0.66 3.04
O 6.25 0.24 1.67
C 6.92 0.86 0.55
H 2.70 -1.02 -1.32
H 4.23 -0.14 -1.35
H 4.23 -1.91 -1.17
H 2.80 -1.74 2.99
H 2.28 -0.13 2.38
H 2.77 -0.34 4.06
H 6.25 1.51 0.00
H 7.33 0.10 -0.11
H 7.74 1.45 0.95
C -4.87 -0.68 -1.24
O -3.70 0.15 -1.04
P -2.55 -0.42 -0.07
O -3.11 -0.33 1.30
O -1.48 0.70 -0.43
C -1.80 1.98 -0.98
O -1.33 -1.52 0.09
C -1.61 -2.89 -0.21
H -5.52 -0.17 -1.94
H -4.59 -1.65 -1.67
H -5.39 -0.83 -0.30
H -2.48 2.53 -0.32
H -2.23 1.88 -1.97
H -0.88 2.54 -1.07
H -1.89 -3.02 -1.26
H -2.42 -3.26 0.43
H -0.70 -3.44 -0.01
C -2.85 8.55 -4.52
O -2.33 7.26 -4.90
P -2.18 6.15 -3.72
O -1.03 6.60 -2.91
O -1.85 4.94 -4.70
C -1.32 5.10 -6.02
O -3.02 5.15 -2.75
C -4.13 5.74 -2.03
H -2.91 9.15 -5.42
H -3.84 8.46 -4.09
H -2.18 9.03 -3.81
H -0.38 5.64 -6.00
H -2.04 5.60 -6.66
H -1.14 4.10 -6.41
H -4.89 6.11 -2.72
H -3.78 6.55 -1.39
H -4.57 4.96 -1.41
*
```

Atomic partial charges in e from the Mulliken method, atoms 1 to 6: atom 1 (O): -0.38, atom 2 (C): -0.23, atom 3 (C): -0.32, atom 4 (S): 0.23, atom 5 (C): -0.50, atom 6 (B): 0.50

=====

(4)
Computed, not measured: a molecular structure, C20H26FeO5 at a distorted geometry, with ωB97M-V/def2-TZVPD.

The HOMO energy (spin up / spin down) comes out at -6.3 / -8.6 eV. The calculation puts the HOMO-LUMO gap (spin up / spin down) at 0.2462 / 0.2739 Ha. Its expectation value of S² is 6.18.

Geometry as ORCA input:
```
! wB97M-V def2-TZVPD RIJCOSX def2/J DEFGRID3
* xyz 0 5
C 3.55 1.17 2.71
C 2.55 2.27 2.44
O 1.26 1.63 2.30
C 0.32 2.43 1.72
C -0.95 1.71 1.48
C -1.96 2.66 1.03
O -1.99 3.17 -0.09
C -3.08 2.95 2.06
C -4.23 1.97 1.86
C -3.77 0.58 1.42
C -2.71 -0.04 2.33
C -1.26 0.52 2.29
O 0.57 3.60 1.47
H 4.52 1.62 2.93
H 3.24 0.56 3.56
H 3.67 0.52 1.83
H 2.48 2.97 3.28
H 2.78 2.81 1.51
H -2.67 2.89 3.08
H -3.42 3.98 1.91
H -4.81 1.89 2.79
H -4.91 2.37 1.09
H -4.63 -0.10 1.44
H -3.42 0.61 0.38
H -3.05 0.04 3.37
H -2.66 -1.12 2.11
H -0.59 -0.29 1.97
H -0.99 0.76 3.34
C 1.09 -0.44 0.13
C 0.02 -0.04 -0.77
C -0.31 -0.92 -1.86
Fe 0.92 -2.41 -2.88
C -0.53 -3.46 -3.14
O -1.46 -4.17 -3.04
C 1.37 -3.25 -1.30
O 1.84 -3.80 -0.39
C 1.25 -1.99 -4.86
C 1.67 -3.33 -4.50
C 2.66 -3.20 -3.46
C 2.85 -1.79 -3.20
C 1.98 -1.06 -4.06
H 1.23 0.23 0.98
H 0.91 -1.45 0.54
H 2.05 -0.50 -0.42
H -0.43 0.94 -0.65
H -1.00 -1.72 -1.53
H -0.66 -0.40 -2.77
H 0.54 -1.74 -5.65
H 1.39 -4.25 -5.00
H 3.26 -4.02 -3.06
H 3.59 -1.36 -2.53
H 1.93 0.02 -4.15
*
```

Atomic partial charges in e from the Mulliken method, atoms 1 to 6: atom 1 (C): -1.10, atom 2 (C): -0.33, atom 3 (O): -0.38, atom 4 (C): 0.51, atom 5 (C): 0.41, atom 6 (C): 0.37

=====

Repeat the third record exactly.
Computed, not measured: 4 unconnected molecules or ions with the total composition C12H36BO16P4S at a distorted geometry, with ωB97M-V/def2-TZVPD.

The HOMO energy comes out at -11.3 eV. The calculation puts the HOMO-LUMO gap at 0.2695 Ha.

Geometry as ORCA input:
```
! wB97M-V def2-TZVPD RIJCOSX def2/J DEFGRID3
* xyz 1 1
O 1.87 -7.73 3.01
C 2.19 -6.60 3.23
C 2.00 -5.50 2.20
S 0.29 -4.96 1.95
C -0.09 -3.46 2.91
B 0.66 -3.31 4.30
O 2.01 -3.47 4.52
O -0.11 -2.96 5.37
P -1.15 -6.44 2.75
O -1.76 -7.06 1.57
H 2.65 -6.36 4.19
H 2.32 -5.90 1.23
H 2.63 -4.64 2.39
H -1.15 -3.54 3.14
H -0.01 -2.59 2.26
H 2.15 -3.93 5.36
H 0.42 -2.45 5.99
H -0.48 -7.29 3.64
H -2.09 -5.66 3.44
C 3.71 -0.99 -0.92
O 3.61 -0.85 0.52
P 5.01 -0.74 1.34
O 5.57 -2.11 1.32
O 4.31 -0.35 2.74
C 2.96 -0.66 3.04
O 6.25 0.24 1.67
C 6.92 0.86 0.55
H 2.70 -1.02 -1.32
H 4.23 -0.14 -1.35
H 4.23 -1.91 -1.17
H 2.80 -1.74 2.99
H 2.28 -0.13 2.38
H 2.77 -0.34 4.06
H 6.25 1.51 0.00
H 7.33 0.10 -0.11
H 7.74 1.45 0.95
C -4.87 -0.68 -1.24
O -3.70 0.15 -1.04
P -2.55 -0.42 -0.07
O -3.11 -0.33 1.30
O -1.48 0.70 -0.43
C -1.80 1.98 -0.98
O -1.33 -1.52 0.09
C -1.61 -2.89 -0.21
H -5.52 -0.17 -1.94
H -4.59 -1.65 -1.67
H -5.39 -0.83 -0.30
H -2.48 2.53 -0.32
H -2.23 1.88 -1.97
H -0.88 2.54 -1.07
H -1.89 -3.02 -1.26
H -2.42 -3.26 0.43
H -0.70 -3.44 -0.01
C -2.85 8.55 -4.52
O -2.33 7.26 -4.90
P -2.18 6.15 -3.72
O -1.03 6.60 -2.91
O -1.85 4.94 -4.70
C -1.32 5.10 -6.02
O -3.02 5.15 -2.75
C -4.13 5.74 -2.03
H -2.91 9.15 -5.42
H -3.84 8.46 -4.09
H -2.18 9.03 -3.81
H -0.38 5.64 -6.00
H -2.04 5.60 -6.66
H -1.14 4.10 -6.41
H -4.89 6.11 -2.72
H -3.78 6.55 -1.39
H -4.57 4.96 -1.41
*
```

Atomic partial charges in e from the Mulliken method, atoms 1 to 6: atom 1 (O): -0.38, atom 2 (C): -0.23, atom 3 (C): -0.32, atom 4 (S): 0.23, atom 5 (C): -0.50, atom 6 (B): 0.50